(1)
4 unconnected molecules or ions with the total composition C29H41F24NO4PS. Source: the OMol25 dataset; level of theory: the ωB97M-V functional and the def2-TZVPD basis.

Structure (ORCA input):
```
! RIJCOSX wB97M-V def2-TZVPD def2/J DEFGRID3
* xyz 0 2
C 8.1029 -3.0190 -2.1042
C 8.1357 -1.5014 -1.9046
C 8.7332 -0.8439 -3.1639
C 6.7910 -0.8189 -1.5518
C 5.7187 -1.6447 -0.8154
C 4.3776 -1.9321 -1.5569
P 4.7047 -2.6572 -3.2176
S 3.3868 -2.5006 -4.6413
C 3.6124 -2.9255 -0.6685
C 2.1432 -3.2082 -1.0237
C 1.3560 -3.3943 0.2790
C 2.0053 -4.4953 -1.8689
N 1.5598 -2.1027 -1.8369
O 0.3067 -2.2188 -2.0057
C 2.0348 -0.7032 -1.6722
C 1.5014 0.1181 -2.8499
C 1.4710 -0.1329 -0.3514
C 3.5846 -0.6153 -1.6761
H 7.5471 -3.3143 -2.9963
H 7.7107 -3.5614 -1.2424
H 9.1274 -3.3757 -2.2444
H 8.8438 -1.3168 -1.0911
H 8.3744 0.1829 -3.2696
H 9.8221 -0.8284 -3.1386
H 8.4013 -1.3819 -4.0567
H 7.0454 0.0265 -0.9065
H 6.3538 -0.3594 -2.4444
H 6.1288 -2.5754 -0.4195
H 5.4013 -1.0687 0.0587
H 5.0341 -3.9880 -2.9013
H 5.9399 -2.1278 -3.6042
H 4.1514 -3.8767 -0.6187
H 3.6540 -2.5077 0.3452
H 0.3049 -3.5917 0.0725
H 1.7701 -4.2614 0.8013
H 1.4508 -2.5377 0.9460
H 2.9482 -4.7520 -2.3553
H 1.7320 -5.3360 -1.2303
H 1.2616 -4.3588 -2.6492
H 1.6228 1.1781 -2.6132
H 2.0679 -0.0905 -3.7567
H 0.4419 -0.0650 -3.0097
H 2.1457 -0.3053 0.4908
H 1.3075 0.9412 -0.4438
H 0.5091 -0.5898 -0.1159
H 3.9003 -0.0890 -2.5814
H 3.8744 0.0256 -0.8400
C -3.8456 4.0935 0.6748
C -2.9632 4.0032 1.9277
C -1.7171 4.8928 1.9847
F -0.8507 4.5621 1.0076
F -1.1062 4.7066 3.1736
F -2.6272 2.7234 2.1803
F -3.7454 4.4385 2.9635
O -3.6740 3.0807 -0.2959
C -2.7971 3.2019 -1.3335
C -1.7537 2.0777 -1.3164
F -1.0409 2.1190 -0.1744
F -0.9124 2.2435 -2.3590
F -2.2164 4.4116 -1.3781
F -3.4969 3.0504 -2.4833
H -4.8587 3.9415 1.0445
H -3.8025 5.0912 0.2374
H -1.9904 5.9466 1.8892
H -2.2509 1.1092 -1.4011
C -3.7997 -1.3957 -3.9005
C -4.2661 -1.8803 -2.5201
C -3.5015 -3.0462 -1.8882
F -3.6343 -4.1586 -2.6351
F -4.0257 -3.2933 -0.6657
F -5.5860 -2.1452 -2.5319
F -4.0662 -0.8209 -1.6716
O -4.5411 -1.8507 -5.0158
C -4.2142 -2.9854 -5.7000
C -5.3717 -3.9947 -5.6962
F -5.6771 -4.3550 -4.4363
F -4.9879 -5.0971 -6.3760
F -3.0767 -3.5415 -5.2630
F -4.0223 -2.6398 -6.9964
H -3.9756 -0.3206 -3.8855
H -2.7276 -1.5523 -4.0278
H -2.4405 -2.8002 -1.7801
H -6.2489 -3.5560 -6.1745
C -5.5807 4.5392 7.9509
C -5.4632 3.3622 8.9294
C -4.4774 3.4999 10.0953
F -3.2139 3.6167 9.6453
F -4.5535 2.3884 10.8585
F -5.2300 2.2170 8.2640
F -6.6900 3.2614 9.5273
O -4.8757 4.4279 6.7309
C -3.6003 4.8915 6.5774
C -2.6389 3.7674 6.1666
F -2.6228 2.8077 7.1123
F -1.3963 4.2820 6.0583
F -3.1568 5.5406 7.6661
F -3.6116 5.7827 5.5578
H -6.6289 4.5410 7.6559
H -5.3801 5.4862 8.4525
H -4.7275 4.3687 10.7096
H -2.9459 3.3375 5.2122
*
```

Calculated values
orbital gap (alpha / beta)	8.575 / 9.013	eV
lowest unoccupied orbital energy (alpha / beta)	0.487 / 0.347	eV


(2)
A gas-phase ion, C4H8N3O (charge +1). Source: the OMol25 dataset; level of theory: the ωB97M-V functional and the def2-TZVPD basis.

Structure (ORCA input):
```
! RIJCOSX wB97M-V def2-TZVPD def2/J DEFGRID3
* xyz 1 1
C 2.6922 1.0234 0.3490
C -0.6146 0.5607 -0.0383
C -2.8656 1.2945 0.3053
C -1.9465 0.3695 -0.4279
N 0.4252 0.8653 0.4009
N 2.9611 0.0268 -0.3666
N 4.0621 -0.4751 -0.8628
O 1.4704 1.3310 0.9005
H 3.3116 1.6058 0.9940
H -3.5870 0.6720 0.7122
H -3.5421 1.8646 -0.3768
H -2.3612 1.8980 1.0318
H -2.0781 0.2635 -1.5383
H -2.1811 -0.5959 -0.0795
H 3.8640 -1.1527 -1.6173
H 4.9393 -0.0611 -1.0356
*
```

Calculated values
orbital gap	9.452	eV
lowest unoccupied orbital energy	-3.494	eV
energy relative to the best compared isomer or geometry (same formula, charge and spin)	713.5	kJ/mol


(3)
2 unconnected molecules or ions with the total composition BrClHOP. Source: the OMol25 dataset; level of theory: the ωB97M-V functional and the def2-TZVPD basis.

Structure (ORCA input):
```
! RIJCOSX wB97M-V def2-TZVPD def2/J DEFGRID3
* xyz 0 1
O -0.8734 -0.3599 -0.7770
P 0.5632 0.3410 -0.8243
Cl 0.2613 1.6912 0.7559
Br 1.5210 -1.3078 0.4081
H -1.4721 -0.3645 0.4372
*
```

Calculated values
orbital gap	9.519	eV
lowest unoccupied orbital energy	-0.865	eV
energy relative to the best compared isomer or geometry (same formula, charge and spin)	157.3	kJ/mol


(4)
A molecular structure, C17H28BCuN3O3V. Source: the OMol25 dataset; level of theory: the ωB97M-V functional and the def2-TZVPD basis.

Structure (ORCA input):
```
! RIJCOSX wB97M-V def2-TZVPD def2/J DEFGRID3
* xyz 2 1
N -1.7980 -0.4238 0.0641
C -2.9065 -0.3729 0.6800
O -3.9658 -0.9642 0.8225
Cu -1.9987 1.3000 1.2353
V -0.0406 0.0363 -0.1356
N 0.2284 1.6634 -0.9559
N 0.7780 -1.3625 -1.0395
C -0.3855 2.4821 -2.0019
C 0.1725 -2.3506 -1.9467
C -0.1018 3.9936 -1.8741
C 0.1520 2.0696 -3.3750
C -1.8930 2.3093 -1.9977
C -0.5199 -3.4325 -1.1221
C 1.1716 -3.0489 -2.8789
C -0.8717 -1.6713 -2.8120
H -0.4171 4.3807 -0.8979
H -0.6673 4.5443 -2.6461
H 0.9572 4.2465 -2.0223
H 1.2417 2.1795 -3.4223
H -0.2921 2.6946 -4.1661
H -0.0897 1.0226 -3.5879
H -2.1915 1.2615 -2.0646
H -2.3193 2.8456 -2.8569
H -2.3311 2.7271 -1.0851
H 0.1901 -3.9210 -0.4461
H -0.9421 -4.1994 -1.7863
H -1.3265 -3.0004 -0.5223
H 1.8834 -3.6871 -2.3379
H 1.7395 -2.3182 -3.4679
H 0.6337 -3.6992 -3.5889
H -1.3756 -2.4226 -3.4328
H -0.3919 -0.9465 -3.4753
H -1.6229 -1.1635 -2.2034
C 1.5963 2.0442 -0.6409
H 2.0158 1.3455 0.0927
H 2.2669 2.0618 -1.5214
H 1.6413 3.0487 -0.1884
C 2.1242 -1.6828 -0.6034
H 2.4395 -0.9858 0.1758
H 2.2096 -2.6989 -0.1882
H 2.8485 -1.6036 -1.4290
O -0.0780 -1.2385 2.8590
B 0.1073 -0.0488 2.0221
O 0.4387 1.0226 2.9490
C 0.3733 0.5211 4.1942
C 0.4983 1.1807 5.3989
C 0.2983 0.4613 6.5790
C -0.0113 -0.9052 6.5341
C -0.1277 -1.5698 5.3088
C 0.0582 -0.8524 4.1435
H 0.7365 2.2354 5.4033
H 0.3876 0.9622 7.5353
H -0.1567 -1.4459 7.4619
H -0.3664 -2.6240 5.2613
*
```

Calculated values
orbital gap (alpha / beta)	4.645 / 4.637	eV
lowest unoccupied orbital energy (alpha / beta)	-9.682 / -9.689	eV
energy relative to the best compared isomer or geometry (same formula, charge and spin)	133.4	kJ/mol